1.
C41H114N10O11 | the ωB97M-V functional and the def2-TZVPD basis

Summary:
E_HOMO: -8.85 eV
energy relative to the best compared isomer or geometry (same formula, charge and spin): 570.69 kJ/mol
largest force on an atom: 4.9 eV Å⁻¹
gap between HOMO and LUMO: 9.307 eV
energy: -3005.2757 hartree
SMILES: COC[C@H](C)N.COC[C@H](C)N.COC[C@H](C)N.COC[C@H](C)N.COC[C@H](C)N.COC[C@H](C)N.COC[C@H](C)N.COC[C@H](C)N.COC[C@H](C)N.COC[C@H](C)N.CO

ORCA input file:
```
! RIJCOSX wB97M-V def2-TZVPD def2/J DEFGRID3
* xyz 0 1
C -26.306 -3.319 -2.643
O -27.413 -2.559 -3.015
C -27.684 -1.289 -2.412
C -27.056 -0.081 -3.100
C -25.556 0.035 -3.034
N -27.680 1.053 -2.481
H -26.208 -4.171 -3.316
H -26.309 -3.786 -1.658
H -25.486 -2.612 -2.774
H -28.771 -1.201 -2.431
H -27.386 -1.377 -1.367
H -27.299 -0.083 -4.163
H -25.012 -0.794 -3.488
H -25.286 0.208 -1.992
H -25.139 0.999 -3.326
H -27.758 1.648 -3.293
H -28.606 0.750 -2.212
C -22.457 -1.586 -0.559
O -21.385 -2.535 -0.850
C -20.007 -2.089 -0.750
C -18.991 -3.140 -1.010
C -17.534 -2.697 -0.992
N -19.331 -3.863 -2.219
H -22.438 -0.684 -1.171
H -22.375 -1.152 0.437
H -23.472 -1.905 -0.796
H -20.003 -1.204 -1.386
H -19.937 -1.770 0.290
H -18.919 -3.867 -0.202
H -17.392 -2.015 -0.153
H -17.165 -2.317 -1.944
H -16.872 -3.549 -0.842
H -19.359 -3.094 -2.874
H -20.294 -4.167 -2.213
C -23.197 -5.715 -1.917
O -23.850 -6.193 -0.736
C -23.087 -5.896 0.447
C -23.519 -6.578 1.669
C -23.231 -8.109 1.674
N -25.028 -6.321 1.801
H -22.859 -4.682 -1.831
H -23.871 -5.585 -2.763
H -22.360 -6.371 -2.155
H -22.088 -6.290 0.261
H -22.962 -4.859 0.758
H -22.955 -6.238 2.538
H -23.836 -8.649 0.946
H -23.368 -8.604 2.636
H -22.161 -8.230 1.505
H -25.256 -5.350 1.645
H -25.418 -6.783 0.992
C -22.041 2.895 2.516
O -22.295 2.551 1.144
C -23.717 2.873 0.911
C -24.219 2.399 -0.463
C -23.377 3.048 -1.557
N -25.614 2.780 -0.673
H -22.586 2.185 3.137
H -22.524 3.851 2.721
H -20.980 2.870 2.764
H -24.266 2.441 1.747
H -23.775 3.960 0.848
H -24.190 1.309 -0.446
H -22.307 2.969 -1.362
H -23.602 4.113 -1.618
H -23.629 2.583 -2.510
H -26.067 2.394 0.143
H -25.986 2.192 -1.404
C -18.242 1.378 -0.318
O -17.325 1.493 -1.401
C -17.170 2.897 -1.821
C -15.893 2.975 -2.715
C -15.673 1.983 -3.850
N -14.758 3.037 -1.906
H -17.742 1.852 0.526
H -18.358 0.363 0.062
H -19.221 1.772 -0.589
H -18.080 3.226 -2.322
H -17.123 3.577 -0.971
H -15.991 3.947 -3.198
H -14.753 2.047 -4.430
H -16.464 2.079 -4.594
H -15.717 0.972 -3.446
H -14.649 2.130 -1.476
H -13.889 3.023 -2.421
C -22.931 -7.871 -6.698
O -22.587 -6.547 -6.322
C -21.288 -6.193 -5.855
C -21.207 -4.625 -5.707
C -21.579 -3.708 -6.889
N -19.947 -4.072 -5.151
H -22.647 -8.713 -6.067
H -22.569 -8.060 -7.709
H -23.990 -7.922 -6.954
H -21.144 -6.744 -4.926
H -20.466 -6.447 -6.525
H -21.993 -4.465 -4.969
H -20.980 -3.776 -7.797
H -21.684 -2.650 -6.649
H -22.433 -4.064 -7.465
H -19.411 -3.622 -5.879
H -19.469 -4.912 -4.859
C -25.014 -0.462 1.796
O -26.299 -0.246 2.354
C -26.246 0.377 3.610
C -27.624 0.914 4.074
C -28.318 1.572 2.994
N -27.379 1.769 5.203
H -25.036 -0.873 0.787
H -24.708 -1.279 2.449
H -24.361 0.409 1.850
H -25.827 -0.295 4.359
H -25.652 1.286 3.510
H -28.262 0.059 4.299
H -29.178 2.206 3.209
H -28.605 1.008 2.106
H -27.639 2.276 2.513
H -27.543 2.679 4.797
H -28.005 1.610 5.980
C -14.416 -0.484 -0.924
O -13.452 0.433 -0.980
C -12.310 0.035 -1.771
C -11.155 1.062 -1.529
C -9.896 1.040 -2.463
N -10.589 0.793 -0.212
H -14.996 -0.582 -1.841
H -14.931 -0.112 -0.038
H -14.014 -1.486 -0.776
H -11.896 -0.970 -1.685
H -12.562 0.154 -2.824
H -11.615 2.045 -1.424
H -9.415 0.063 -2.516
H -9.141 1.778 -2.194
H -10.227 1.256 -3.478
H -10.066 -0.066 -0.119
H -9.857 1.453 0.008
C -15.092 -5.869 1.093
O -14.340 -7.083 1.227
C -14.262 -7.940 0.044
C -13.407 -9.164 0.393
C -11.970 -8.715 0.641
N -13.456 -10.123 -0.773
H -16.159 -6.087 1.137
H -14.736 -5.377 0.188
H -14.946 -5.255 1.982
H -15.255 -8.365 -0.104
H -13.874 -7.403 -0.821
H -13.894 -9.847 1.089
H -11.569 -8.385 -0.317
H -11.382 -9.616 0.814
H -11.868 -7.931 1.391
H -13.398 -9.671 -1.674
H -14.332 -10.627 -0.772
C -19.183 0.578 -4.476
O -18.202 0.225 -5.444
C -18.378 -1.048 -6.105
C -17.135 -1.441 -6.966
C -16.936 -0.537 -8.135
N -17.390 -2.793 -7.445
H -18.943 1.555 -4.056
H -19.095 -0.123 -3.646
H -20.184 0.624 -4.903
H -18.396 -1.794 -5.311
H -19.304 -1.037 -6.680
H -16.184 -1.515 -6.439
H -17.704 -0.692 -8.892
H -16.001 -0.624 -8.688
H -16.974 0.483 -7.753
H -17.511 -3.317 -6.590
H -16.529 -2.940 -7.953
C -18.604 -7.418 -1.766
O -18.420 -6.550 -2.924
H -17.805 -7.211 -1.054
H -19.510 -7.278 -1.178
H -18.472 -8.479 -1.979
H -18.753 -5.710 -2.600
*
```



2.
C4H6IN2O | the ωB97M-V functional and the def2-TZVPD basis

Summary:
E_HOMO (spin up / spin down): -11.73 / -13.29 eV
energy relative to the best compared isomer or geometry (same formula, charge and spin): 0.00 kJ/mol
largest force on an atom: 4.5 eV Å⁻¹
gap between HOMO and LUMO (spin up / spin down): 7.115 / 5.493 eV
energy: -638.0309 hartree

ORCA input file:
```
! RIJCOSX wB97M-V def2-TZVPD def2/J DEFGRID3
* xyz 1 3
C 0.814 0.763 -0.726
C 0.035 -0.269 1.459
C -1.177 -1.067 0.761
C -1.530 -0.915 -0.620
N 0.942 0.400 0.561
N 1.711 1.378 -1.385
O 0.209 -0.350 2.623
I -3.232 0.046 -1.401
H -0.855 -2.070 0.991
H -1.972 -0.784 1.620
H -0.914 -1.122 -1.419
H 1.757 0.748 0.921
H 1.553 1.460 -2.408
H 2.659 1.782 -0.977
*
```



3.
C10H28N2P2Sr | the ωB97M-V functional and the def2-TZVPD basis

Summary:
E_HOMO: -5.64 eV
energy relative to the best compared isomer or geometry (same formula, charge and spin): 99.61 kJ/mol
largest force on an atom: 5.7 eV Å⁻¹
gap between HOMO and LUMO: 5.881 eV
energy: -1220.4525 hartree

ORCA input file:
```
! RIJCOSX wB97M-V def2-TZVPD def2/J DEFGRID3
* xyz 0 1
Sr 0.153 0.662 -0.583
H 0.454 2.485 2.083
H 1.155 2.231 2.056
P -2.189 1.717 -0.925
P 2.583 -0.039 -1.114
C 2.814 -1.712 -0.649
H 3.835 -1.970 -0.940
H 2.692 -1.848 0.437
H 2.106 -2.396 -1.149
C 2.988 0.139 -2.832
H 2.899 1.187 -3.165
H 4.022 -0.197 -2.920
H 2.339 -0.476 -3.476
C 3.664 0.980 -0.178
H 3.519 0.840 0.907
H 4.673 0.672 -0.450
H 3.537 2.056 -0.398
C -2.559 1.992 -2.640
H -3.553 2.439 -2.649
H -1.830 2.672 -3.111
H -2.565 1.052 -3.215
C -3.408 0.667 -0.242
H -3.276 0.547 0.845
H -4.370 1.143 -0.446
H -3.396 -0.343 -0.688
C -2.219 3.269 -0.098
H -1.436 3.960 -0.458
H -3.202 3.694 -0.300
H -2.088 3.152 0.991
H 0.627 2.160 -1.753
H -0.257 -0.275 -2.162
C -0.629 -4.231 2.732
N -0.598 -2.813 2.368
C -0.968 -1.702 3.287
C -0.812 -0.580 2.567
N -0.352 -0.904 1.219
C -0.247 -2.243 1.164
H 0.048 -4.407 3.567
H -1.645 -4.512 3.012
H -0.313 -4.799 1.869
H -1.266 -1.880 4.232
H -0.976 0.410 2.856
H 0.045 -2.801 0.351
*
```



4.
H11NO4 | the ωB97M-V functional and the def2-TZVPD basis

Summary:
E_HOMO: -10.51 eV
energy relative to the best compared isomer or geometry (same formula, charge and spin): 122.37 kJ/mol
largest force on an atom: 1.1 eV Å⁻¹
gap between HOMO and LUMO: 10.578 eV
energy: -362.2914 hartree
SMILES: N.O.O.O.O

ORCA input file:
```
! RIJCOSX wB97M-V def2-TZVPD def2/J DEFGRID3
* xyz 0 1
N -1.302 1.522 -2.431
H -0.964 2.307 -1.892
H -2.159 1.192 -2.006
H -1.510 1.774 -3.379
O -1.549 -0.965 -0.144
H -1.320 -0.853 -1.076
H -0.731 -1.347 0.192
O 3.376 -1.992 0.387
H 4.179 -1.495 0.552
H 2.631 -1.470 0.754
O 3.327 1.944 0.238
H 3.473 1.448 1.049
H 2.460 1.648 -0.052
O -3.145 -1.557 2.720
H -3.022 -1.160 1.858
H -3.745 -0.997 3.230
*
```



5.
C8H8N4O3 | the ωB97M-V functional and the def2-TZVPD basis

Summary:
E_HOMO: -7.81 eV
energy relative to the best compared isomer or geometry (same formula, charge and spin): 708.01 kJ/mol
largest force on an atom: 4.4 eV Å⁻¹
gap between HOMO and LUMO: 7.087 eV
energy: -754.1629 hartree

ORCA input file:
```
! RIJCOSX wB97M-V def2-TZVPD def2/J DEFGRID3
* xyz 0 1
C -1.996 2.050 -0.521
C -3.308 0.381 -0.342
C -1.371 1.032 0.080
C 1.897 -1.234 -1.362
C 2.238 0.109 -0.968
C 0.770 -1.719 -0.691
C 1.632 0.839 -0.049
C 0.543 0.268 0.743
N -2.260 0.007 0.210
N 0.288 -1.106 0.364
N 0.296 0.520 2.031
N 1.802 2.237 -0.093
O 1.135 2.967 0.667
O 2.576 2.744 -0.920
O -3.252 1.625 -0.845
H -1.635 2.972 -0.857
H -4.195 -0.255 -0.477
H 2.485 -1.851 -2.095
H 3.027 0.659 -1.522
H 0.392 -2.710 -0.777
H -0.719 -1.210 0.714
H 0.814 1.266 2.536
H -0.197 -0.131 2.663
*
```



6.
C28H56Cl25N2O3P | the ωB97M-V functional and the def2-TZVPD basis

Summary:
E_HOMO: -9.28 eV
energy relative to the best compared isomer or geometry (same formula, charge and spin): 134.35 kJ/mol
largest force on an atom: 3.8 eV Å⁻¹
gap between HOMO and LUMO: 9.609 eV
energy: -13281.9051 hartree

ORCA input file:
```
! RIJCOSX wB97M-V def2-TZVPD def2/J DEFGRID3
* xyz 0 1
C 8.499 0.553 1.285
C 7.161 0.858 0.420
N 7.198 1.847 -0.434
C 5.930 -0.114 0.663
N 4.597 0.447 0.263
C 3.562 -0.601 0.530
O 2.889 -1.047 -0.404
O 3.291 -1.089 1.826
P 4.108 1.841 1.256
O 4.735 3.277 0.528
Cl 5.143 1.787 3.143
H 8.902 1.532 1.707
H 8.214 -0.205 2.097
H 9.283 0.144 0.571
H 8.145 2.263 -0.329
H 6.106 -1.036 -0.008
H 5.975 -0.511 1.736
H 3.974 -0.799 2.470
H 4.448 3.977 1.166
Cl 6.842 6.484 2.399
C 5.414 7.429 2.889
C 4.569 6.699 3.912
Cl 3.763 5.268 3.219
H 4.841 7.668 1.992
H 5.784 8.363 3.315
H 3.780 7.358 4.279
H 5.164 6.371 4.764
Cl -3.248 -0.454 -1.512
C -1.468 -0.532 -1.485
C -0.918 -0.594 -0.076
Cl -1.167 0.931 0.813
H -1.082 0.333 -2.026
H -1.183 -1.432 -2.033
H 0.159 -0.770 -0.107
H -1.378 -1.399 0.500
Cl -6.457 1.016 3.686
C -6.214 -0.117 2.332
C -5.936 0.600 1.027
Cl -7.363 1.486 0.429
H -7.097 -0.752 2.260
H -5.363 -0.748 2.597
H -5.668 -0.125 0.257
H -5.114 1.311 1.127
Cl 9.818 -0.096 4.627
C 11.409 0.709 4.607
C 11.300 2.183 4.276
Cl 10.802 2.461 2.587
H 12.046 0.184 3.896
H 11.835 0.587 5.598
H 12.272 2.662 4.400
H 10.584 2.688 4.926
Cl -9.649 -0.844 2.175
C -10.313 -0.278 3.727
C -10.755 -1.423 4.614
Cl -12.185 -2.266 3.964
H -11.136 0.405 3.514
H -9.521 0.288 4.222
H -11.032 -1.043 5.599
H -9.960 -2.160 4.745
Cl -7.267 -1.097 6.406
C -7.728 -1.296 8.115
C -9.173 -1.721 8.275
Cl -10.309 -0.430 7.806
H -7.526 -0.357 8.631
H -7.070 -2.062 8.532
H -9.377 -1.955 9.321
H -9.401 -2.605 7.677
Cl -1.413 -0.204 -6.017
C 0.365 -0.281 -5.991
C 0.914 -0.346 -4.581
Cl 0.663 1.177 -3.692
H 0.750 0.585 -6.532
H 0.651 -1.180 -6.541
H 1.991 -0.521 -4.609
H 0.453 -1.152 -4.007
Cl 14.706 1.697 3.147
C 15.636 1.537 4.657
C 15.561 0.137 5.229
Cl 13.931 -0.258 5.833
H 15.263 2.280 5.365
H 16.672 1.784 4.419
H 16.242 0.046 6.077
H 15.837 -0.615 4.488
Cl -1.562 -2.511 -9.211
C -3.143 -1.747 -8.909
C -4.265 -2.438 -9.655
Cl -4.148 -2.202 -11.418
H -3.068 -0.693 -9.183
H -3.322 -1.806 -7.834
H -5.226 -2.025 -9.345
H -4.276 -3.511 -9.458
Cl -10.611 -7.495 0.941
C -11.445 -6.003 1.444
C -10.522 -4.803 1.445
Cl -9.289 -4.904 2.727
H -11.882 -6.175 2.429
H -12.259 -5.842 0.734
H -11.097 -3.893 1.633
H -10.008 -4.690 0.490
Cl 2.841 5.937 -7.207
C 1.930 5.872 -5.678
C 1.429 4.477 -5.368
Cl 0.157 3.952 -6.499
H 1.109 6.588 -5.742
H 2.610 6.204 -4.891
H 0.991 4.454 -4.368
H 2.236 3.744 -5.403
Cl -5.411 -5.226 -7.944
C -6.818 -6.060 -8.646
C -7.220 -5.475 -9.984
Cl -7.889 -3.831 -9.826
H -7.636 -6.011 -7.925
H -6.537 -7.107 -8.769
H -7.999 -6.090 -10.438
H -6.375 -5.431 -10.673
*
```



7.
C17H55N13O9 | the ωB97M-V functional and the def2-TZVPD basis

Summary:
E_HOMO (spin up / spin down): -10.94 / -10.94 eV
largest force on an atom: 9.5 eV Å⁻¹
gap between HOMO and LUMO (spin up / spin down): 8.425 / 3.221 eV
energy: -2069.4169 hartree

ORCA input file:
```
! RIJCOSX wB97M-V def2-TZVPD def2/J DEFGRID3
* xyz 1 2
C 1.188 3.071 -3.345
O 0.194 3.041 -4.020
N 2.264 3.509 -3.882
N 1.334 2.642 -2.206
H 2.216 3.631 -4.883
H 3.146 3.574 -3.394
H 0.514 2.243 -1.773
H 2.256 2.398 -1.870
C 3.108 -1.213 3.467
O 2.986 -1.272 4.636
N 2.096 -1.072 2.608
N 4.286 -1.293 2.846
H 1.163 -0.738 2.805
H 2.417 -1.225 1.663
H 5.133 -1.396 3.386
H 4.338 -1.354 1.839
C -2.556 2.218 -2.110
O -1.795 1.370 -1.690
N -3.552 2.816 -1.550
N -2.313 2.950 -3.146
H -4.039 2.366 -0.789
H -3.876 3.686 -1.947
H -2.995 3.506 -3.643
H -1.489 2.696 -3.672
C -2.488 -2.710 2.315
O -3.254 -3.521 1.796
N -1.435 -3.170 2.915
N -2.761 -1.408 2.577
H -0.795 -2.434 3.175
H -1.297 -4.157 3.077
H -3.603 -1.046 2.153
H -2.002 -0.815 2.881
C -0.546 0.188 4.754
O -0.534 -0.343 3.706
N -1.543 0.942 5.077
N 0.331 -0.034 5.664
H -2.212 1.488 4.553
H -1.593 1.091 6.075
H 0.440 0.539 6.489
H 1.187 -0.480 5.367
C -3.277 -3.109 -4.273
C -2.625 -2.084 -3.254
C -1.376 -1.429 -3.685
O -1.236 -1.049 -5.107
C -0.025 -0.398 -5.296
N -3.602 -1.083 -2.827
H -2.659 -3.973 -4.515
H -3.373 -2.612 -5.238
H -4.241 -3.604 -4.157
H -2.343 -2.569 -2.320
H -0.456 -2.006 -3.584
H -1.182 -0.575 -3.036
H 0.711 -1.084 -5.714
H 0.221 0.098 -4.356
H -0.195 0.327 -6.091
H -3.158 -0.195 -2.642
H -4.160 -1.318 -2.019
C 2.010 -1.963 -1.862
C 2.534 -2.295 -0.472
C 2.982 -3.735 -0.305
O 3.941 -4.118 -1.351
C 4.612 -5.318 -1.108
N 3.640 -1.364 -0.188
H 2.808 -1.792 -2.584
H 1.408 -1.055 -1.877
H 1.383 -2.774 -2.234
H 1.813 -1.968 0.278
H 2.107 -4.384 -0.274
H 3.454 -3.915 0.661
H 5.304 -5.211 -0.272
H 5.179 -5.516 -2.017
H 4.017 -6.219 -0.954
H 3.405 -0.410 -0.424
H 4.404 -1.644 -0.787
C 0.439 3.345 1.249
C -0.802 2.883 2.068
C -1.815 3.954 2.567
O -1.160 4.962 3.299
C -0.503 4.541 4.448
N -1.554 2.080 1.135
H 1.065 4.111 1.705
H 0.227 3.874 0.320
H 1.011 2.518 0.827
H -0.462 2.257 2.892
H -2.585 3.510 3.198
H -2.386 4.392 1.749
H -0.795 3.587 4.885
H -0.647 5.281 5.236
H 0.518 4.233 4.222
H -1.865 2.611 0.334
H -2.360 1.780 1.666
O -0.549 -0.279 -0.003
H -0.618 0.220 0.811
H -1.099 0.198 -0.625
*
```



8.
C5H8N2 | the ωB97M-V functional and the def2-TZVPD basis

Summary:
E_HOMO: -8.81 eV
energy relative to the best compared isomer or geometry (same formula, charge and spin): 454.06 kJ/mol
largest force on an atom: 1.0 eV Å⁻¹
gap between HOMO and LUMO: 9.533 eV
energy: -304.6626 hartree

ORCA input file:
```
! RIJCOSX wB97M-V def2-TZVPD def2/J DEFGRID3
* xyz 0 1
C -1.177 1.194 2.952
C 0.835 -2.208 -2.165
C 0.867 -0.780 -1.721
N -1.280 2.405 2.503
N 1.185 0.127 -2.544
C 0.515 -0.540 -0.357
C 0.225 -0.247 0.773
H 1.187 1.072 -2.164
H -0.431 2.914 2.272
H -2.143 2.936 2.346
H -2.187 0.772 3.148
H -0.074 0.038 1.754
H -0.158 -2.625 -1.998
H 1.090 -2.267 -3.219
H 1.546 -2.790 -1.580
*
```



What is the largest force on an atom in the seventh record? 9.5 eV Å⁻¹



Which value of largest force on an atom does entry 2 give? 4.5 eV Å⁻¹



What is the energy in the third record? -1220.4525 hartree



Which formula does entry 6 have? C28H56Cl25N2O3P